# C41H84F18N5O16S

A 11-piece molecular cluster, C41H84F18N5O16S overall at a distorted geometry (ωB97M-V/def2-TZVPD, the OMol25 dataset).

CARTESIAN COORDINATES (ANGSTROEM)
C: -0.609 2.879 0.892
C: -2.085 2.557 1.171
N: -2.514 2.682 2.590
C: -3.771 3.406 2.760
C: -4.884 2.528 3.423
C: -4.340 1.272 4.033
N: -4.280 0.179 3.281
C: -3.748 -0.781 4.116
N: -3.506 -2.000 3.699
C: -3.902 -2.313 2.310
C: -2.872 -1.770 1.276
C: -2.817 -2.796 0.138
F: -2.198 -3.917 0.537
F: -4.094 -3.056 -0.207
C: -2.081 -2.259 -1.113
F: -0.975 -1.600 -0.783
F: -2.909 -1.333 -1.633
C: -1.828 -3.318 -2.233
F: -2.662 -4.348 -2.110
F: -2.129 -2.756 -3.402
C: -0.374 -3.891 -2.276
F: 0.182 -3.974 -1.073
F: -0.477 -5.145 -2.726
C: 0.554 -3.164 -3.309
F: 0.406 -1.847 -3.258
F: 0.219 -3.650 -4.505
C: 2.058 -3.490 -3.116
F: 2.573 -2.699 -2.173
F: 2.234 -4.743 -2.699
C: 2.941 -3.321 -4.392
F: 2.769 -4.315 -5.248
F: 4.203 -3.418 -3.963
C: 2.847 -1.956 -5.123
F: 3.917 -1.870 -5.908
F: 1.800 -1.891 -5.919
F: 2.885 -0.927 -4.314
C: -2.897 -3.063 4.461
O: -3.898 -3.785 5.120
C: -3.311 -4.790 5.947
N: -3.521 -0.306 5.364
C: -3.046 -0.873 6.575
O: -1.629 -0.744 6.640
O: -1.317 -1.467 7.833
N: -3.875 1.033 5.293
S: -3.797 2.249 6.456
O: -5.052 2.301 7.171
O: -3.491 3.503 5.830
F: -2.643 1.971 7.474
C: -1.484 3.190 3.462
C: -0.758 2.142 4.327
O: -1.191 4.342 3.571
H: 0.103 2.236 1.416
H: -0.433 2.758 -0.179
H: -0.398 3.929 1.104
H: -2.682 3.168 0.481
H: -2.266 1.511 0.871
H: -4.187 3.797 1.830
H: -3.614 4.267 3.417
H: -5.677 2.244 2.729
H: -5.379 3.106 4.212
H: -3.885 -3.402 2.223
H: -4.925 -2.009 2.093
H: -3.169 -0.794 0.889
H: -1.892 -1.729 1.758
H: -2.419 -3.746 3.742
H: -2.099 -2.724 5.135
H: -2.504 -4.375 6.572
H: -2.897 -5.587 5.319
H: -4.053 -5.190 6.635
H: -3.461 -0.391 7.471
H: -3.285 -1.937 6.675
H: -0.494 -1.049 8.116
H: 0.124 1.835 3.757
H: -0.425 2.614 5.252
H: -1.429 1.301 4.515
C: 3.199 5.746 -0.638
C: 2.475 4.745 -1.515
O: 1.278 4.274 -0.887
H: 3.452 5.298 0.325
H: 4.114 6.094 -1.118
H: 2.563 6.612 -0.434
H: 3.103 3.874 -1.701
H: 2.217 5.196 -2.478
H: 0.716 5.038 -0.731
C: 7.071 6.505 -2.856
C: 6.009 6.977 -3.832
O: 4.997 7.733 -3.167
H: 6.622 5.891 -2.072
H: 7.837 5.918 -3.365
H: 7.552 7.350 -2.366
H: 5.516 6.128 -4.306
H: 6.457 7.595 -4.616
H: 5.423 8.490 -2.758
C: -6.446 1.498 11.286
C: -7.740 1.463 10.499
O: -8.033 2.746 9.960
H: -6.503 2.220 12.100
H: -6.216 0.517 11.705
H: -5.622 1.810 10.638
H: -8.572 1.178 11.141
H: -7.677 0.740 9.677
H: -7.304 2.992 9.384
C: -4.305 3.303 -3.917
C: -3.290 3.574 -2.823
O: -3.761 3.107 -1.555
H: -5.253 3.788 -3.685
H: -3.950 3.670 -4.880
H: -4.502 2.231 -4.004
H: -3.111 4.643 -2.725
H: -2.338 3.084 -3.052
H: -3.911 2.161 -1.634
C: 11.875 6.404 -1.347
C: 10.798 6.893 -2.294
O: 9.804 7.653 -1.604
H: 11.438 5.790 -0.557
H: 12.625 5.815 -1.878
H: 12.374 7.246 -0.861
H: 10.289 6.051 -2.761
H: 11.234 7.513 -3.084
H: 10.245 8.405 -1.198
C: 3.859 -8.022 -6.862
C: 2.784 -7.598 -7.845
O: 1.661 -7.036 -7.171
H: 3.461 -8.751 -6.155
H: 4.713 -8.463 -7.379
H: 4.210 -7.165 -6.280
H: 2.422 -8.456 -8.409
H: 3.180 -6.863 -8.554
H: 1.969 -6.270 -6.679
C: -7.305 -4.268 0.365
C: -7.591 -2.937 -0.306
O: -6.526 -2.016 -0.061
H: -7.176 -4.120 1.439
H: -8.113 -4.983 0.202
H: -6.374 -4.699 -0.015
H: -8.502 -2.494 0.092
H: -7.716 -3.063 -1.386
H: -5.724 -2.400 -0.426
C: 0.475 -3.255 -8.423
C: 0.082 -2.557 -9.712
O: -1.235 -2.019 -9.627
H: -0.227 -4.058 -8.196
H: 1.480 -3.677 -8.495
H: 0.448 -2.558 -7.587
H: 0.088 -3.260 -10.544
H: 0.783 -1.748 -9.942
H: -1.245 -1.388 -8.902
C: -6.735 -7.141 2.463
C: -5.352 -6.574 2.710
O: -4.748 -7.105 3.887
H: -7.390 -6.936 3.311
H: -7.171 -6.701 1.567
H: -6.705 -8.225 2.337
H: -5.410 -5.494 2.850
H: -4.697 -6.779 1.856
H: -4.670 -8.058 3.783
C: 16.129 3.395 -1.918
C: 14.797 3.471 -2.640
O: 14.601 4.755 -3.230
H: 16.186 4.160 -1.143
H: 16.271 2.416 -1.458
H: 16.955 3.575 -2.611
H: 13.975 3.311 -1.943
H: 14.740 2.706 -3.422
H: 15.316 4.900 -3.856

Atomic forces in eV per Å
C -0.5 0.1 -0.2
C 0.6 -0.8 -0.4
N -0.2 0.5 -0.3
C -0.3 0.3 0.6
C -0.2 0.4 1.1
C -0.3 -0.4 -2.1
N 0.6 -0.2 2.1
C -0.3 0.2 -0.6
N -0.1 -0.2 -0.6
C 0.4 -0.4 -0.5
C -0.4 -0.7 0.3
C 0.9 1.6 0.4
F -0.1 -0.6 0.2
F 0.1 -1.0 -0.4
C -1.2 0.1 -0.3
F 0.8 -0.1 0.4
F -0.4 0.3 -0.2
C 0.4 0.1 0.1
F -0.4 -0.4 0.6
F 0.3 0.4 -0.6
C 0.1 -0.4 -1.0
F 0.1 0.5 0.8
F -0.1 -0.5 -0.2
C 0.4 -1.1 0.7
F -0.3 0.7 -0.1
F -0.3 0.3 -0.7
C 0.3 0.1 -0.1
F 0.0 0.6 0.4
F -0.2 -0.7 -0.1
C 0.2 0.6 0.6
F -0.7 -0.4 -0.6
F 0.5 0.1 0.5
C 0.9 -0.4 -1.0
F 0.5 -0.1 -0.3
F -0.9 0.1 0.1
F -0.4 0.4 0.8
C 0.2 -1.0 -0.3
O 0.0 0.5 0.6
C 0.4 -0.2 0.2
N 0.0 0.2 0.1
C 0.5 -0.7 1.4
O 0.0 0.3 -0.6
O -0.2 -0.3 0.1
N 0.5 0.7 0.1
S -3.0 4.9 1.7
O 1.9 -1.8 -0.5
O 0.8 -2.1 -0.3
F -0.6 -1.0 -1.2
C 0.6 -0.6 0.8
C -0.4 0.5 -0.7
O -0.3 0.5 -0.2
H -0.1 0.1 0.0
H 0.0 -0.1 0.1
H 0.1 -0.2 0.2
H 0.0 0.0 0.5
H 0.0 0.2 0.0
H 0.3 -0.2 -0.1
H 0.0 -0.1 -0.2
H 0.3 -0.3 -0.1
H 0.1 0.0 -0.2
H -0.1 0.1 0.3
H 0.1 0.3 0.1
H 0.1 -0.1 0.1
H 0.0 0.2 -0.2
H 0.1 0.3 0.0
H -0.2 0.3 0.0
H -0.1 0.1 -0.2
H -0.1 0.0 0.2
H -0.2 0.0 -0.4
H -0.3 0.2 -0.4
H -0.3 0.2 -0.4
H 0.1 0.2 -0.1
H -0.1 -0.3 0.2
H 0.0 0.0 -0.1
H 0.4 -0.1 0.0
C 0.1 -0.1 0.1
C -0.1 0.3 0.1
O 0.2 -0.2 -0.1
H 0.0 -0.1 0.0
H -0.1 0.1 0.0
H 0.0 0.0 -0.1
H -0.1 -0.1 0.0
H 0.1 0.0 -0.1
H 0.0 0.0 0.0
C -0.2 0.0 0.0
C 0.2 0.2 0.2
O -0.2 -0.2 -0.1
H 0.0 -0.1 -0.1
H 0.0 0.0 0.0
H 0.1 0.0 -0.1
H -0.1 0.1 0.0
H 0.0 -0.1 -0.1
H 0.0 0.0 0.0
C 0.1 -0.1 0.1
C 0.3 0.2 -0.2
O -0.2 0.0 0.1
H -0.1 0.0 0.0
H 0.1 0.0 0.0
H 0.0 -0.1 0.0
H -0.1 0.1 -0.1
H 0.0 -0.1 0.1
H 0.0 0.1 0.0
C -0.1 0.0 0.1
C -0.1 -0.3 -0.1
O 0.1 0.2 0.1
H 0.0 0.1 0.0
H 0.0 0.0 0.0
H 0.1 0.0 -0.1
H 0.0 0.0 0.1
H 0.0 0.1 -0.1
H -0.1 0.0 0.0
C 0.0 -0.1 0.0
C 0.2 0.3 0.2
O -0.1 -0.1 -0.1
H 0.0 0.0 0.0
H 0.0 0.1 0.0
H 0.1 0.0 -0.1
H -0.1 0.1 0.0
H 0.0 -0.1 -0.1
H 0.0 0.0 0.0
C 0.0 0.0 0.0
C 0.1 0.2 0.2
O -0.1 -0.1 -0.1
H 0.0 0.0 -0.1
H 0.0 0.0 0.0
H 0.1 0.0 -0.1
H -0.1 0.0 0.0
H 0.1 -0.1 -0.1
H 0.0 0.0 0.0
C 0.0 0.0 0.0
C 0.3 -0.1 0.0
O -0.3 0.1 0.1
H -0.1 0.0 0.0
H 0.0 0.0 0.0
H -0.1 -0.1 -0.1
H 0.1 0.1 0.0
H -0.1 0.0 0.0
H -0.3 0.2 -0.1
C -0.1 -0.1 -0.1
C 0.0 0.2 0.3
O 0.0 -0.2 -0.2
H 0.0 -0.1 -0.1
H 0.0 0.0 0.0
H 0.0 0.1 0.0
H -0.1 0.1 0.0
H 0.1 -0.1 -0.1
H 0.0 0.0 0.0
C -0.1 0.0 0.1
C 0.1 -0.3 -0.1
O 0.0 0.3 0.1
H 0.0 0.1 0.0
H 0.0 -0.1 0.0
H 0.1 0.0 -0.1
H 0.1 0.0 0.1
H -0.1 0.1 -0.1
H 0.0 0.0 0.0
C 0.0 0.0 0.1
C 0.3 0.1 -0.2
O -0.2 0.0 0.1
H 0.0 0.0 0.0
H 0.0 0.0 0.0
H 0.0 -0.1 0.0
H -0.1 0.1 -0.1
H -0.1 -0.1 0.1
H 0.0 0.0 0.0

Values from the calculation:
HOMO in eV: -11.25
2S+1: 1
Energy in hartree: -5285.48660
Largest force on an atom in eV Å⁻¹: 6.03
Net charge: +1
Molar mass in g/mol: 1277.173